[1]
The following is a quantum chemistry calculation of a single C6H4O molecule, from the Open Molecules 2025 dataset.

Properties
frontier orbital gap	0.3564	Eh
E	-306.04487	hartree

Structure (ORCA input):
```
! wB97M-V def2-TZVPD RIJCOSX def2/J DEFGRID3
* xyz 0 1
C -0.096 0.435 -1.784
C -0.250 -0.465 -0.565
C -1.391 -1.118 -0.786
C 0.769 -0.396 0.512
O 1.943 -0.365 0.223
C 0.257 -0.238 1.863
C -0.245 0.000 2.929
H -0.926 0.151 -2.449
H 0.866 0.302 -2.285
H -0.167 1.497 -1.509
H -0.761 0.198 3.852
*
```

[2]
The following is a quantum chemistry calculation of a single C4H7ClOS molecule, from the Open Molecules 2025 dataset.

Properties
frontier orbital gap	0.3357	Eh
E	-1090.13698	hartree
SMILES	C=C(C)COSCl

Structure (ORCA input):
```
! wB97M-V def2-TZVPD RIJCOSX def2/J DEFGRID3
* xyz 0 1
C -1.494 0.361 -0.487
C -0.153 0.429 0.237
C 0.493 -0.853 -0.164
C 0.447 1.489 0.795
O -2.683 1.000 -0.011
S -4.151 0.538 -0.441
Cl -4.837 -0.816 0.974
H -1.870 -0.628 -0.501
H -1.405 0.665 -1.602
H 1.437 -0.957 0.226
H 0.721 -0.845 -1.195
H -0.125 -1.820 -0.023
H 1.409 1.447 1.163
H 0.021 2.545 0.989
*
```

| no. | F_max (eV Å⁻¹) |
| --- | --- |
| 1 | 2.3 |
| 2 | 3.1 |